Molecular formula: C4H5ClN2S
Method: DFT, wB97M-V/def2-TZVPD

Calculated values
* energy: -1123.27939 Ha
* LUMO level: 0.0256 Ha
* HOMO: -7.971 eV
* SMILES: Cl/C=C1/CSN=CN1
* Kohn-Sham gap: 8.67 eV

Each line ends with the Löwdin charge.
Element x y z (Å)
Cl1 -2.63129 -0.27132 -1.71410  0.61
C1 -1.85904 0.39465 -0.33522  -0.53
C2 -0.57831 0.05499 0.05127  -0.44
C3 0.04260 0.58024 1.30471  -0.38
S1 1.68113 1.37774 0.84941  0.86
N1 2.33169 0.24209 -0.20091  -0.35
C4 1.64557 -0.69922 -0.70974  -0.28
N2 0.25869 -0.84053 -0.58005  0.03
H1 -2.38707 1.12694 0.20485  0.05
H2 -0.60217 1.28947 1.78384  0.07
H3 0.16426 -0.31124 1.95621  0.10
H4 2.10759 -1.43635 -1.37706  0.12
H5 -0.17364 -1.50747 -1.23319  0.13

---

Molecular formula: C4H5ClN4O
Method: DFT, wB97M-V/def2-TZVPD

Calculated values
* energy: -909.79231 Ha
* LUMO level: 0.0120 Ha
* HOMO: -9.833 eV
* SMILES: O=C(CCl)Nn1cnnc1
* Kohn-Sham gap: 10.16 eV

Each line ends with the Löwdin charge.
Element x y z (Å)
O1 -0.03110 1.65930 -0.33177  0.08
C1 0.70013 0.71528 -0.04059  -0.54
C2 2.20987 0.91801 0.17262  -0.42
Cl1 3.17474 -0.66544 -0.05136  0.50
N1 0.21428 -0.53903 0.11621  0.07
N2 -1.12399 -0.64951 0.15222  -0.08
C3 -2.00712 -0.14387 1.13151  -0.09
N3 -3.26328 0.04083 0.61230  0.04
N4 -3.07218 -0.17405 -0.75870  0.01
C4 -1.84209 -0.45544 -1.02398  -0.15
H1 2.53432 1.87838 -0.45944  0.14
H2 2.31773 1.14083 1.38322  0.14
H3 0.75597 -1.33111 0.10870  0.08
H4 -1.54967 -0.11756 2.13996  0.13
H5 -1.42858 -0.48400 -1.93657  0.09

---

Molecular formula: C4H5ClO
Method: DFT, wB97M-V/def2-TZVPD

Calculated values
* energy: -690.64630 Ha
* LUMO level (spin up / spin down): -0.0605 / -0.0589 Ha
* HOMO (spin up / spin down): -9.074 / -8.964 eV
* Kohn-Sham gap (spin up / spin down): 7.43 / 7.36 eV

Each line ends with the Löwdin charge.
Element x y z (Å)
C1 -0.13588 0.33224 1.69075  0.05
C2 0.84011 -0.48270 1.21022  -0.32
C3 -0.37580 0.83667 -2.05888  -0.17
C4 0.80164 -1.36484 0.06140  -0.46
O1 -0.20755 1.96904 -2.42330  0.00
Cl1 -0.75428 -2.03054 -0.32274  0.59
H1 0.04440 0.77506 2.69245  0.09
H2 -1.00363 0.17392 1.18606  0.00
H3 1.84488 -0.57016 1.74661  0.11
H4 -1.35818 0.21937 -2.36457  0.10
H5 0.30428 0.14194 -1.41800  0.03

---

Molecular formula: C4H5ClO
Method: DFT, wB97M-V/def2-TZVPD

Calculated values
* energy: -690.59865 Ha
* LUMO level (spin up / spin down): 0.0333 / -0.0468 Ha
* HOMO (spin up / spin down): -7.169 / -10.561 eV
* 2S+1: 3
* Kohn-Sham gap (spin up / spin down): 8.08 / 9.29 eV

Each line ends with the Mulliken spin population.
Element x y z (Å)
C1 0.05172 0.93825 -0.33456  0.82
C2 -0.42950 2.49957 0.30938  0.96
C3 -0.28335 -0.27020 -1.02633  -0.04
C4 0.17715 -1.61444 -0.41185  0.02
O1 0.65331 0.68764 -1.49763  0.15
Cl1 -1.59687 -0.40768 -2.16567  0.02
H1 0.23974 3.19533 -0.07461  0.05
H2 -0.66701 2.52128 1.41231  0.03
H3 -0.71841 -2.08398 0.17889  0.00
H4 1.09721 -1.37094 0.33933  -0.01
H5 0.50612 -2.28400 -1.35839  0.00

---

Molecular formula: C4H5ClOS
Method: DFT, wB97M-V/def2-TZVPD

Calculated values
* energy: -1088.94652 Ha
* LUMO level: -0.0190 Ha
* HOMO: -9.391 eV
* SMILES: C=C(C)OC(=S)Cl
* Kohn-Sham gap: 8.87 eV

Each line ends with the Löwdin charge.
Element x y z (Å)
C1 0.59904 0.47174 -1.16347  0.02
C2 0.29212 -0.05314 -0.03186  -0.48
C3 1.40081 -0.55579 0.95504  0.00
O1 -0.91923 -0.50598 0.26020  -0.13
C4 -2.22272 0.16475 0.00278  -1.13
S1 -3.57131 -0.67888 0.23908  0.73
Cl1 -2.04270 1.84745 -0.52605  0.66
H1 -0.10901 0.81868 -1.81272  0.01
H2 1.67722 0.65699 -1.41588  0.10
H3 1.54849 -0.09853 2.00103  0.11
H4 1.10472 -1.62109 1.07390  0.09
H5 2.24256 -0.44618 0.41796  0.01

---

Molecular formula: C4H5CrO6
Method: DFT, wB97M-V/def2-TZVPD

Calculated values
* energy: -1651.31715 Ha
* LUMO level (spin up / spin down): -0.0220 / -0.0148 Ha
* HOMO (spin up / spin down): -7.587 / -10.155 eV
* 2S+1: 6
* Kohn-Sham gap (spin up / spin down): 6.99 / 9.75 eV

Each line ends with the Mulliken spin population.
Element x y z (Å)
H1 -0.37303 -0.39159 -0.92485  -0.07
O1 -1.85719 -1.93968 0.40085  0.06
C1 -1.55233 -0.95083 1.13368  -0.01
O2 -1.46375 -0.91099 2.34541  0.00
O3 -1.12518 0.12101 0.35947  0.00
C2 -0.25983 1.12222 0.89327  0.00
O4 1.67622 0.40739 -0.46400  0.01
C3 1.50160 -0.64857 -1.29492  -0.01
C4 0.74252 1.46869 -0.18880  0.00
O5 0.22118 -0.95654 -1.53600  -0.01
O6 2.41966 -1.33084 -1.64916  0.01
Cr1 -0.92298 -2.82950 -1.04773  5.02
H2 0.24144 0.75360 1.79621  0.00
H3 -0.84060 2.02010 1.14405  0.00
H4 0.23178 1.75946 -1.11763  0.00
H5 1.36049 2.30607 0.15014  0.00

---

Molecular formula: C4H5CsNaO3
Method: DFT, wB97M-V/def2-TZVPD

Calculated values
* energy: -563.44295 Ha
* LUMO level (spin up / spin down): -0.0337 / -0.0338 Ha
* HOMO (spin up / spin down): -2.939 / -7.788 eV
* 2S+1: 2
* Kohn-Sham gap (spin up / spin down): 2.02 / 6.87 eV

Each line ends with the Mulliken spin population.
Element x y z (Å)
Cs1 -1.64463 0.04902 3.42151  0.94
O1 0.92414 0.44597 0.95471  -0.02
C1 2.29397 0.84862 1.10294  0.00
H1 2.96504 0.01326 0.87383  0.00
H2 2.48513 1.68956 0.42697  0.00
H3 2.39072 1.14925 2.14866  0.03
C2 -2.69971 -0.68630 -1.12321  -0.02
C3 -1.41531 -0.30883 -1.16963  -0.01
O2 -0.72733 -0.64602 0.06726  -0.02
C4 0.53820 -0.06734 -0.21221  0.04
O3 1.25849 -0.18278 -1.18256  0.02
Na1 0.10047 -0.82414 -3.09490  0.01
H4 -3.26594 -0.67191 -2.05795  0.00
H5 -3.20325 -0.80836 -0.15542  0.03

---

Molecular formula: C4H5F
Method: DFT, wB97M-V/def2-TZVPD

Calculated values
* energy: -255.15426 Ha
* LUMO level: 0.0250 Ha
* HOMO: -9.538 eV
* SMILES: C=CC(=C)F
* Kohn-Sham gap: 10.22 eV

Each line ends with the Löwdin charge.
Element x y z (Å)
C1 -1.80196 1.10298 0.00760  -0.01
C2 -0.73455 0.16411 0.06027  -0.04
C3 0.98614 -0.09006 0.02866  -0.26
C4 1.69807 -1.23788 0.02118  0.04
F1 1.62862 1.12267 -0.03856  -0.01
H1 -2.80719 0.77140 0.19735  0.03
H2 -1.63096 2.22173 -0.20252  0.07
H3 -1.29328 -0.70909 0.27161  0.03
H4 1.11454 -2.10721 -0.15435  0.04
H5 2.84057 -1.23865 -0.19125  0.11